[1]
C5H8N2 | ωB97M-V/def2-TZVPD

Computed properties:
* SMILES string: C=C(C#N)CNC
* LUMO level: 0.31 eV
* frontier orbital gap: 9.288 eV

Structure (ORCA input):
```
! RIJCOSX wB97M-V def2-TZVPD def2/J DEFGRID3
* xyz 0 1
C 0.83 -0.44 -1.77
C 0.41 -0.72 -0.54
C -0.40 -1.82 -0.29
N -1.16 -2.69 -0.28
C 0.96 0.00 0.72
N 0.17 1.17 0.99
C -1.24 0.95 0.86
H 0.59 -1.07 -2.59
H 1.40 0.53 -1.97
H 0.76 -0.76 1.50
H 1.97 0.35 0.44
H 0.44 1.97 0.39
H -1.81 1.64 1.37
H -1.45 -0.17 1.32
H -1.47 1.07 -0.15
*
```



[2]
C5H8N2 | ωB97M-V/def2-TZVPD

Computed properties:
* SMILES string: C[C@H]1[C@@H](C#N)N1C
* LUMO level: 0.89 eV
* frontier orbital gap: 10.619 eV

Structure (ORCA input):
```
! RIJCOSX wB97M-V def2-TZVPD def2/J DEFGRID3
* xyz 0 1
C -1.97 0.19 0.08
C -0.66 -0.33 -0.43
C 0.50 0.52 -0.81
C 0.46 1.91 -0.55
N 0.46 3.05 -0.41
N 0.46 -0.15 0.48
C 1.59 -1.08 0.83
H -1.82 1.11 0.66
H -2.62 0.39 -0.76
H -2.44 -0.56 0.73
H -0.69 -1.23 -1.04
H 1.19 0.27 -1.62
H 1.71 -1.72 -0.05
H 1.33 -1.79 1.63
H 2.49 -0.57 1.25
*
```



[3]
C5H8N2 | ωB97M-V/def2-TZVPD

Computed properties:
* SMILES string: C[C@H]1CN[C@H]1C#N
* LUMO level: 0.96 eV
* frontier orbital gap: 10.286 eV

Structure (ORCA input):
```
! RIJCOSX wB97M-V def2-TZVPD def2/J DEFGRID3
* xyz 0 1
C 1.61 -0.44 -0.55
C 0.64 0.30 0.34
C -0.38 1.26 -0.30
N -1.39 0.75 0.61
C -0.61 -0.44 0.92
C -1.21 -1.46 0.02
N -1.69 -2.26 -0.68
H 1.08 -0.96 -1.36
H 2.34 0.24 -0.99
H 2.17 -1.20 0.02
H 1.17 0.82 1.15
H -0.55 1.05 -1.37
H -0.23 2.33 -0.17
H -2.37 0.71 0.36
H -0.59 -0.69 2.00
*
```



[4]
C5H8N2 | ωB97M-V/def2-TZVPD

Computed properties:
* SMILES string: C[C@H]1C=CC(N)=N1
* LUMO level: 1.09 eV
* frontier orbital gap: 9.879 eV

Structure (ORCA input):
```
! RIJCOSX wB97M-V def2-TZVPD def2/J DEFGRID3
* xyz 0 1
C -0.49 2.01 0.02
C -0.92 0.56 -0.23
C -0.23 -0.09 -1.41
C 0.56 -1.06 -0.93
C 0.38 -1.04 0.54
N 1.17 -1.76 1.40
N -0.50 -0.20 0.94
H 0.59 2.04 0.21
H -0.73 2.69 -0.81
H -0.99 2.36 0.93
H -2.01 0.52 -0.36
H -0.37 0.18 -2.45
H 1.20 -1.74 -1.48
H 0.84 -1.75 2.36
H 1.55 -2.64 1.08
*
```



[5]
C5H8N2 | ωB97M-V/def2-TZVPD

Computed properties:
* LUMO level: -11.54 eV
* frontier orbital gap: 7.417 eV

Structure (ORCA input):
```
! RIJCOSX wB97M-V def2-TZVPD def2/J DEFGRID3
* xyz 2 1
C 0.03 -0.09 0.26
C -0.31 1.14 0.47
C -0.82 2.04 -0.52
C 0.98 -2.94 0.01
C -1.18 3.38 -0.31
N 0.83 -1.98 0.83
N 1.50 -4.09 0.37
H -0.19 1.50 1.50
H -0.93 1.62 -1.53
H 0.67 -2.86 -1.04
H -2.23 3.55 -0.67
H -0.72 4.02 -1.10
H -1.03 3.79 0.68
H 1.60 -4.86 -0.28
H 1.81 -4.24 1.33
*
```



[6]
C5H8N2O | ωB97M-V/def2-TZVPD

Computed properties:
* SMILES string: [H]/N=C(\N)C(=C)C(C)=O
* LUMO level: 0.01 eV
* frontier orbital gap: 9.444 eV

Structure (ORCA input):
```
! RIJCOSX wB97M-V def2-TZVPD def2/J DEFGRID3
* xyz 0 1
H -0.45 -2.54 0.41
N 0.02 -1.66 0.19
C -0.83 -0.67 0.23
N -2.14 -0.94 0.51
C -0.29 0.68 -0.11
C -1.14 1.61 -0.58
C 1.22 0.83 -0.37
C 2.28 -0.16 0.02
O 1.61 1.94 -0.76
H -2.32 -1.76 1.08
H -2.70 -0.15 0.79
H -0.77 2.54 -1.00
H -2.21 1.45 -0.69
H 2.29 -0.99 -0.69
H 2.17 -0.47 1.06
H 3.27 0.29 -0.08
*
```



[7]
C5H8N2O | ωB97M-V/def2-TZVPD

Computed properties:
* SMILES string: CNc1ccc(N)o1
* LUMO level: 0.81 eV
* frontier orbital gap: 7.836 eV

Structure (ORCA input):
```
! RIJCOSX wB97M-V def2-TZVPD def2/J DEFGRID3
* xyz 0 1
C -1.42 -2.27 -0.12
N -0.13 -1.77 0.15
C 0.43 -0.54 0.20
C 1.47 0.05 0.88
C 1.44 1.50 0.62
C 0.42 1.65 -0.29
N -0.23 2.80 -0.88
O -0.27 0.58 -0.50
H -1.54 -3.21 -0.63
H -2.19 -2.20 0.71
H -1.74 -1.75 -0.99
H 0.72 -2.52 0.43
H 2.21 -0.38 1.66
H 2.30 2.28 0.69
H -0.67 2.46 -1.89
H -0.81 3.33 -0.02
*
```



[8]
C5H8N2O | ωB97M-V/def2-TZVPD

Computed properties:
* SMILES string: [H]/N=C(\C(C)=O)N1CC1
* LUMO level: 0.09 eV
* frontier orbital gap: 9.750 eV

Structure (ORCA input):
```
! RIJCOSX wB97M-V def2-TZVPD def2/J DEFGRID3
* xyz 0 1
H -0.48 1.96 1.85
N -0.92 0.97 1.65
C -0.75 0.59 0.38
C 0.17 1.72 -0.39
C 1.11 1.09 -1.46
O 0.19 2.84 0.18
N -1.01 -0.69 -0.23
C 0.27 -1.65 0.18
C -1.17 -1.78 0.74
H 0.34 0.93 -2.26
H 1.36 -0.10 -1.02
H 1.80 1.84 -1.63
H 1.24 -0.99 0.47
H 0.80 -2.32 -0.46
H -1.61 -2.67 0.26
H -1.34 -1.75 1.73
*
```



[9]
C5H8N2O | ωB97M-V/def2-TZVPD

Computed properties:
* SMILES string: C[C@@H]1[C@H]2COC=NN12
* LUMO level: 0.98 eV
* frontier orbital gap: 9.433 eV

Structure (ORCA input):
```
! RIJCOSX wB97M-V def2-TZVPD def2/J DEFGRID3
* xyz 0 1
C 0.94 -1.93 -0.83
C 0.52 -0.36 -1.20
C 0.55 0.55 0.06
C 0.18 1.88 0.59
O -1.29 1.70 1.38
C -1.72 0.42 1.07
N -1.36 -0.39 0.15
N -0.58 0.19 -0.60
H 0.78 -1.92 0.24
H 0.05 -2.77 -1.17
H 2.07 -2.19 -1.28
H 0.74 -0.07 -2.20
H 1.08 -0.10 0.76
H 0.03 2.69 -0.21
H 0.71 2.31 1.53
H -2.71 -0.01 1.71
*
```



[10]
C5H8N2O | ωB97M-V/def2-TZVPD

Computed properties:
* SMILES string: Cc1cnc(CN)o1
* LUMO level: 0.96 eV
* frontier orbital gap: 9.950 eV

Structure (ORCA input):
```
! RIJCOSX wB97M-V def2-TZVPD def2/J DEFGRID3
* xyz 0 1
C 0.47 0.11 -2.86
C 0.31 -0.40 -1.46
C -0.08 -1.50 -0.85
N -0.26 -1.27 0.57
C -0.05 0.02 0.60
C 0.03 0.75 1.87
N -1.11 0.54 2.79
O 0.43 0.62 -0.50
H -0.10 1.14 -3.10
H 1.57 0.32 -3.17
H 0.15 -0.73 -3.49
H -0.21 -2.56 -1.15
H 0.97 0.59 2.38
H 0.15 1.91 1.55
H -1.19 -0.47 3.13
H -1.09 0.93 3.70
*
```



[11]
C5H8N2O | ωB97M-V/def2-TZVPD

Computed properties:
* LUMO level: 0.51 eV
* frontier orbital gap: 8.904 eV

Structure (ORCA input):
```
! RIJCOSX wB97M-V def2-TZVPD def2/J DEFGRID3
* xyz 0 1
C 2.97 0.28 0.06
C 0.35 -0.05 -0.05
C -1.62 0.84 -0.25
C -2.36 -0.10 0.72
C -1.69 -0.59 -0.44
H 3.80 0.02 -1.13
H 3.67 0.46 1.29
H 2.33 1.07 -0.69
H 1.63 -1.61 0.35
H -2.26 1.59 -1.01
H -3.51 0.04 0.64
H -1.81 -0.22 1.65
H -2.38 -1.25 -1.07
N 1.56 -0.69 0.20
N -0.18 1.18 0.01
O -0.49 -0.98 -0.29
*
```



[12]
C5H8N2O | ωB97M-V/def2-TZVPD

Computed properties:
* SMILES string: O=C[C@@H]1NC[C@H]2N[C@H]12
* LUMO level: 0.86 eV
* frontier orbital gap: 9.470 eV

Structure (ORCA input):
```
! RIJCOSX wB97M-V def2-TZVPD def2/J DEFGRID3
* xyz 0 1
O -2.12 -0.19 -0.93
C -1.78 -0.42 0.23
C -0.61 0.20 0.90
N -0.06 1.46 0.16
C 1.30 1.16 -0.46
C 1.08 -0.30 -0.70
N 1.49 -1.49 -0.06
C 0.65 -0.63 0.78
H -2.34 -1.11 0.91
H -0.95 0.38 1.94
H 0.01 2.32 0.74
H 2.06 1.40 0.29
H 1.44 1.73 -1.39
H 0.35 -0.46 -1.48
H 1.08 -2.36 -0.41
H 1.37 -0.24 1.49
*
```



[13]
C5H8N2O | ωB97M-V/def2-TZVPD

Computed properties:
* SMILES string: CCN=C=O.CC#N
* LUMO level: 0.33 eV
* frontier orbital gap: 9.945 eV

Structure (ORCA input):
```
! RIJCOSX wB97M-V def2-TZVPD def2/J DEFGRID3
* xyz 0 1
C 0.77 2.05 1.24
C -0.56 1.34 1.02
N -0.92 1.20 -0.31
C -0.71 0.45 -1.25
O -0.74 0.13 -2.38
H 1.57 1.47 0.79
H 0.75 3.04 0.78
H 0.96 2.16 2.30
H -0.38 0.20 1.38
H -1.38 1.80 1.58
C 0.12 -2.55 -1.27
C 0.05 -1.62 -0.16
N 0.08 -1.36 0.99
H 1.03 -2.36 -1.85
H 0.08 -3.58 -0.92
H -0.72 -2.36 -1.95
*
```



[14]
C5H8N2O | ωB97M-V/def2-TZVPD

Computed properties:
* LUMO level: 0.18 eV
* frontier orbital gap: 8.762 eV

Structure (ORCA input):
```
! RIJCOSX wB97M-V def2-TZVPD def2/J DEFGRID3
* xyz 0 1
C 0.55 0.05 -0.68
C -0.41 -1.08 -0.53
C -1.29 -0.12 0.25
C -0.74 0.99 -0.64
C 0.94 0.32 0.85
H 1.62 -0.69 -2.40
H -0.82 -1.33 -1.54
H -0.19 -2.11 -0.01
H -2.43 -0.17 0.42
H -0.82 2.04 -0.37
H -1.25 0.96 -1.70
H -0.26 -0.21 2.39
H 1.72 0.59 2.51
N -0.35 0.22 1.32
N 2.00 0.31 1.58
O 1.72 0.22 -1.45
*
```



[15]
C5H8N2O | ωB97M-V/def2-TZVPD

Computed properties:
* SMILES string: CC1=C[C@](C)(O)N=N1
* LUMO level: 0.26 eV
* frontier orbital gap: 9.571 eV

Structure (ORCA input):
```
! RIJCOSX wB97M-V def2-TZVPD def2/J DEFGRID3
* xyz 0 1
C -2.50 -0.85 0.05
C -1.05 -0.54 0.06
C -0.22 0.05 -0.78
C 1.19 0.08 -0.08
C 1.55 1.51 0.32
O 2.25 -0.46 -0.80
N 0.90 -0.66 1.15
N -0.28 -0.96 1.26
H -2.65 -1.92 0.19
H -2.95 -0.55 -0.89
H -3.00 -0.33 0.87
H -0.36 0.50 -1.75
H 0.75 1.97 0.89
H 2.46 1.48 0.91
H 1.73 2.08 -0.59
H 2.18 -1.42 -0.81
*
```